Below is the molecule C5H12O2, with properties calculated with the ωB97M-V functional and the def2-TZVPD basis.

Structure (XYZ):
```
19
C5H12O2 the ωB97M-V functional and the def2-TZVPD basis
C 2.6795 -0.4843 0.5319
C 1.5260 0.1376 -0.2474
C 0.1771 -0.5446 0.0009
O -0.1420 -0.5704 1.3838
C -0.9245 0.1762 -0.7912
C -2.3628 -0.0207 -0.2999
O -2.7282 1.1249 0.4810
H 3.6028 0.0874 0.3913
H 2.4437 -0.5079 1.5995
H 2.8688 -1.5134 0.2066
H 1.7400 0.1227 -1.3252
H 1.4156 1.1962 0.0295
H 0.2611 -1.6052 -0.2764
H -0.4461 0.3235 1.6217
H -0.7834 0.0315 -1.8703
H -0.8193 1.2477 -0.5835
H -2.4420 -0.8659 0.3888
H -3.0658 -0.1774 -1.1305
H -3.0005 1.8421 -0.1107
```

Values from the calculation:
relative energy (zero: lowest compared OMol25 entry of this formula, charge and spin)	22.4	kcal per mole
SMILES	CC[C@@H](O)CCO
energy	-348.1690	Ha

***

Below is C5H8BaFO4 as an isolated structure, with properties calculated with the ωB97M-V functional and the def2-TZVPD basis.

Structure (XYZ):
```
19
C5H8BaFO4 the ωB97M-V functional and the def2-TZVPD basis
C -0.1337 -1.8827 0.8021
O -0.3296 -1.0261 -0.3286
C 0.3757 -3.2175 0.3148
H 0.5841 -1.4068 1.4868
H -1.0922 -1.9963 1.3329
H 0.5122 -3.8876 1.1736
H -0.3407 -3.6833 -0.3752
H 1.3408 -3.1055 -0.1968
C 0.2906 1.8701 -0.7502
O -0.0531 1.1727 0.3243
C -1.0145 0.1424 -0.0890
C -1.5209 0.7223 -1.4140
O -0.5533 1.7372 -1.7352
O 1.1223 2.7704 -0.7225
F 3.8985 5.8373 2.1898
H -1.7538 0.0882 0.7202
H -1.5158 -0.0319 -2.2056
H -2.5037 1.1943 -1.3256
Ba 2.6870 4.7030 0.7982
```

Values from the calculation:
net charge	+1
energy	-621.5086	Ha

***

Below is a 2-piece molecular cluster, C3H4NOS overall, with properties calculated with the ωB97M-V functional and the def2-TZVPD basis.

Structure (XYZ):
```
10
C3H4NOS the ωB97M-V functional and the def2-TZVPD basis
C -3.5722 0.3251 -0.1739
C 1.4830 0.4654 -0.1924
C 1.1948 -0.9949 0.0640
N -0.9742 0.3389 0.5355
O 0.8003 1.4348 -0.1249
S -0.7541 -1.0152 0.0171
H -4.0243 1.2402 0.1364
H 2.4846 0.6805 -0.5678
H 1.6968 -1.4605 -0.7200
H 1.6654 -1.0144 1.0261
```

Values from the calculation:
net charge	+1
relative energy (zero: lowest compared OMol25 entry of this formula, charge and spin)	201.9	kcal per mole
energy	-644.2296	Ha

***

Below is C27H41NNiP2 as an isolated structure, with properties calculated with the ωB97M-V functional and the def2-TZVPD basis.

Structure (XYZ):
```
72
C27H41NNiP2 the ωB97M-V functional and the def2-TZVPD basis
P 0.7931 -3.8348 0.7135
P -0.5582 2.4194 -0.7918
C -0.1973 -2.5034 -0.1925
C 0.5617 -1.2721 -0.5361
H -1.0890 -2.3082 0.4507
H -0.5659 -3.0291 -1.1080
H 0.9275 -0.7389 0.3828
H 1.3537 -1.4095 -1.3280
C -1.8053 3.7572 -0.7927
H -2.1159 3.8717 0.2477
H -2.6603 3.3980 -1.3693
H -1.4379 4.6997 -1.2075
C 0.9565 3.4488 -0.7977
H 1.0662 4.0631 -1.7043
H 1.8115 2.7552 -0.7176
H 0.9541 4.0830 0.0982
C -0.1384 -5.3481 0.5676
H 0.1424 -6.0019 1.3957
H 0.1166 -5.8284 -0.3803
H -1.2109 -5.1425 0.5902
C 2.3299 -3.9918 -0.1841
H 2.8336 -3.0309 -0.3189
H 2.1642 -4.4369 -1.1710
H 2.9946 -4.6533 0.3771
Ni 0.0527 -0.1323 -2.3319
C 0.5867 1.3564 -3.3624
C -0.8140 1.4718 -3.1563
C -1.8892 0.8347 -3.9860
C -1.5175 -0.5849 -4.4939
C -0.6882 -1.3704 -3.5028
C 0.7302 -1.4700 -3.5042
C 1.7901 -0.6627 -4.2180
C 1.2740 0.7445 -4.5614
C 1.0251 -3.0613 2.3192
H 1.1903 2.0581 -2.7741
H -1.1508 2.4634 -2.7396
H -2.2201 1.5297 -4.7786
H -2.7912 0.7508 -3.3444
H -2.4636 -1.1368 -4.6411
H -0.9648 -0.5349 -5.4411
H -1.2540 -2.1070 -2.9094
H 1.0854 -2.4049 -3.0648
H 2.1429 -1.2455 -5.0681
H 2.6608 -0.5401 -3.5440
H 2.0971 1.3889 -4.8939
H 0.5502 0.6763 -5.3789
H 1.1554 -1.9684 2.2246
H 1.9321 -3.4631 2.7972
H 0.1556 -3.2283 2.9647
C 0.9438 4.6464 2.9611
C -0.4256 4.4501 2.8110
C -0.9185 3.2063 2.4369
C -0.0211 2.1108 2.2647
C 1.3661 2.3386 2.3844
C 1.8441 3.5874 2.7635
N -0.5040 0.8423 2.0022
C -0.8601 0.0574 3.0544
C -0.1726 0.1229 4.3050
C -0.6683 -0.5487 5.4166
C -1.8108 -1.3547 5.2915
C -2.4441 -1.4961 4.0519
C -1.9638 -0.8368 2.9353
H 1.3161 5.6276 3.2529
H -1.1382 5.2599 2.9774
H -1.9790 2.9999 2.3056
H 2.0368 1.4928 2.2102
H 2.9090 3.7340 2.9104
H 0.7136 0.7560 4.3791
H -0.1597 -0.4316 6.3703
H -2.2020 -1.8589 6.1708
H -3.3241 -2.1321 3.9551
H -2.4393 -0.9039 1.9552
```

Values from the calculation:
relative energy (zero: lowest compared OMol25 entry of this formula, charge and spin)	98.9	kcal per mole
energy	-3298.8524	Ha
2S+1	3

***

Below is C42H47N2O2PPtS as an isolated structure, with properties calculated with the ωB97M-V functional and the def2-TZVPD basis.

Structure (XYZ):
```
96
C42H47N2O2PPtS the ωB97M-V functional and the def2-TZVPD basis
Pt 0.6851 -0.1725 -0.0515
N 2.6199 -4.9347 1.3514
C 3.7680 -4.4304 0.8429
O 4.8699 -4.8615 1.1142
C 3.6050 -3.2909 -0.1239
C 4.5951 -3.0096 -1.0530
C 4.3853 -1.9834 -1.9540
C 3.2101 -1.2498 -1.8804
N 2.2688 -1.4900 -0.9669
C 2.4734 -2.5017 -0.1109
H 2.6934 -5.6667 2.0384
H 1.7084 -4.5859 1.1012
H 5.4999 -3.6027 -1.0556
H 5.1165 -1.7396 -2.7111
H 3.0154 -0.4411 -2.5693
H 1.6604 -2.6784 0.5822
C -2.5198 -2.1749 -0.0252
S -0.8437 -2.5908 -0.4508
O -0.3268 -3.5004 0.6341
C -1.2097 -3.6412 -1.8503
C -1.3603 -3.0580 -3.0992
C -1.6381 -3.8635 -4.1927
C -1.7418 -5.2388 -4.0311
C -1.5642 -5.8102 -2.7793
C -1.2913 -5.0126 -1.6770
H -3.0169 -3.0880 0.2953
H -2.9996 -1.7566 -0.9069
H -2.4775 -1.4387 0.7746
H -1.2641 -1.9856 -3.2145
H -1.7634 -3.4208 -5.1713
H -1.9508 -5.8676 -4.8853
H -1.6355 -6.8828 -2.6597
H -1.1297 -5.4321 -0.6947
C -0.5412 0.3203 1.4053
C -1.3557 0.4680 2.3153
C -2.3413 0.5409 3.3046
C -3.0168 -0.7137 3.6611
C -4.3622 -0.7539 4.0440
C -4.9880 -1.9584 4.3188
C -4.2880 -3.1536 4.2264
C -2.9522 -3.1296 3.8441
C -2.3275 -1.9287 3.5606
C -2.6482 1.8099 3.9513
C -2.2442 3.0135 3.3595
C -2.4963 4.2297 3.9644
C -3.1500 4.2844 5.1897
C -3.5337 3.1000 5.8035
C -3.2872 1.8801 5.1964
H -4.9306 0.1646 4.0909
H -6.0338 -1.9637 4.5982
H -4.7770 -4.0922 4.4467
H -2.3908 -4.0509 3.7619
H -1.2913 -1.9187 3.2478
H -1.7233 2.9703 2.4181
H -2.1774 5.1437 3.4787
H -3.3455 5.2354 5.6647
H -4.0200 3.1231 6.7698
H -3.5642 0.9686 5.7069
C -0.8592 3.5460 -0.1825
C 0.6592 3.3941 -0.2875
C 1.2526 4.6415 -0.9479
C 1.2599 3.2755 1.1200
P 1.0538 1.8128 -1.1945
C 2.8411 2.0450 -1.5463
C 3.3933 2.6051 -2.6983
C 4.7666 2.7352 -2.8443
C 5.6170 2.3294 -1.8255
C 5.0834 1.7859 -0.6667
C 3.7116 1.6364 -0.5357
C 0.1180 1.7462 -2.8236
C -0.0195 3.0459 -3.6262
C -1.3040 1.2349 -2.5367
C 0.7989 0.6652 -3.6784
H -1.0778 4.3622 0.5088
H -1.3370 2.6444 0.1970
H -1.3086 3.8094 -1.1390
H 1.0367 5.5023 -0.3108
H 0.8292 4.8482 -1.9291
H 2.3354 4.5708 -1.0448
H 0.8991 4.1198 1.7116
H 2.3499 3.3331 1.0948
H 0.9626 2.3555 1.6233
H 2.7601 2.9447 -3.5027
H 5.1703 3.1636 -3.7515
H 6.6870 2.4393 -1.9332
H 5.7341 1.4636 0.1344
H 3.3028 1.1754 0.3596
H -0.6700 3.7577 -3.1214
H -0.4845 2.8106 -4.5871
H 0.9214 3.5476 -3.8350
H -1.9396 1.9969 -2.0922
H -1.2928 0.3744 -1.8645
H -1.7572 0.9351 -3.4842
H 1.8270 0.9027 -3.9424
H 0.2358 0.5518 -4.6072
H 0.7883 -0.2957 -3.1587
```

Values from the calculation:
relative energy (zero: lowest compared OMol25 entry of this formula, charge and spin)	0.9	kcal per mole
energy	-2747.4315	Ha
2S+1	3